No. 1
Molecular formula: C3H2Br2N2O
Method: DFT, wB97M-V/def2-TZVPD

Structure (XYZ):
```
10
Properties=species:S:1:pos:R:3
C 2.271 -0.144 -0.357
C -1.103 -0.696 0.439
C 0.201 1.164 -0.019
N 1.131 0.119 0.063
N -1.038 0.530 -0.078
O 0.449 2.344 -0.066
Br 3.022 -1.737 -0.022
Br -2.856 -1.524 -0.091
H -0.155 -1.129 0.577
H -1.923 1.073 -0.446
```

Its spin multiplicity is 1. The value obtained for the HOMO energy (spin up / spin down) is -9.0 / -7.6 eV. For the energy above the lowest of the compared OMol25 structures with the same formula, charge and spin, the calculation gives 389.2 kJ/mol. The calculation puts the max |F| at 4.20 eV/A.

From a Löwdin analysis of the wavefunction, the atomic charges in e read: atom 1 (C): -0.5745, atom 2 (C): -0.4946, atom 3 (C): -0.5291, atom 4 (N): -0.0320, atom 5 (N): -0.0327, atom 6 (O): 0.1143, atom 7 (Br): 0.7648, atom 8 (Br): 0.5586, atom 9 (H): 0.0302, atom 10 (H): 0.1951


No. 2
Molecular formula: H5P3S
Method: DFT, wB97M-V/def2-TZVPD

Structure (XYZ):
```
9
Properties=species:S:1:pos:R:3
P 2.453 1.057 -0.346
P 0.725 0.345 0.499
P -1.381 -0.306 -0.332
S -3.028 0.608 0.111
H 2.665 -0.148 -1.007
H 0.734 -0.720 1.413
H 0.221 1.289 1.377
H -1.295 -1.675 -0.016
H -1.095 -0.450 -1.700
```

Its SMILES is P=[PH2][PH2]=S. Its spin multiplicity is 1. The value obtained for the HOMO energy is -8.0 eV. For the energy above the lowest of the compared OMol25 structures with the same formula, charge and spin, the calculation gives 79.4 kJ/mol. The calculation puts the max |F| at 1.15 eV/A.

From a Löwdin analysis of the wavefunction, the atomic charges in e read: atom 1 (P): 0.2941, atom 2 (P): 0.2058, atom 3 (P): 0.0515, atom 4 (S): 0.0409, atom 5 (H): -0.2703, atom 6 (H): -0.0850, atom 7 (H): -0.0851, atom 8 (H): -0.0761, atom 9 (H): -0.0758